Entry from the Open Molecules 2025 dataset: 6 unconnected molecules or ions with the total composition C28H65BBrFNO12 (the ωB97M-V functional and the def2-TZVPD basis).

Largest force on an atom (eV/Å): 1.6
HOMO energy (eV): -10.5
Lowest unoccupied orbital energy (eV): -3.821
DFT total energy (eV): -129574.921
Charge: +1
Orbital gap (eV): 6.71

Last column: Löwdin charge in e.
Positions of all 109 atoms, in Å:
C -4.77 2.39 -4.42  0.04
B -4.42 3.81 -3.90  -0.42
O -5.41 4.63 -3.41  0.17
C -2.93 4.44 -3.92  -0.36
O -2.75 4.90 -5.27  0.00
C -1.78 3.54 -3.62  -0.20
C -1.20 2.55 -4.51  0.06
N -1.35 3.71 -2.44  0.22
C -2.18 4.71 -1.74  -0.27
C -1.75 5.25 -0.41  -0.35
C -2.94 5.79 0.33  0.01
F -0.81 6.24 -0.54  -0.01
C -2.65 5.58 -2.87  -0.50
Br -1.22 6.71 -3.55  0.89
H -4.61 1.70 -3.60  0.09
H -5.81 2.35 -4.66  0.08
H -4.16 2.10 -5.27  0.07
H -5.44 4.62 -2.44  0.14
H -3.62 5.15 -5.63  0.13
H -0.12 2.51 -4.40  0.11
H -1.59 1.57 -4.24  0.12
H -1.49 2.75 -5.53  0.10
H -0.58 3.19 -2.03  0.18
H -3.06 4.13 -1.47  0.16
H -1.28 4.48 0.19  0.14
H -3.34 6.64 -0.21  0.10
H -2.72 6.01 1.36  0.10
H -3.71 5.03 0.33  0.08
H -3.51 6.16 -2.59  0.11
C -4.82 4.68 4.99  -0.11
O -5.99 3.88 4.94  -0.19
C -6.86 4.20 3.87  -0.20
C -6.70 3.26 2.70  -0.20
O -5.40 3.36 2.10  -0.21
C -4.51 2.36 2.56  -0.11
H -4.09 4.17 5.61  0.09
H -4.39 4.83 3.99  0.07
H -5.04 5.66 5.43  0.09
H -6.72 5.24 3.56  0.13
H -7.88 4.11 4.25  0.13
H -7.42 3.54 1.93  0.12
H -6.90 2.23 3.00  0.13
H -4.69 1.42 2.03  0.09
H -4.59 2.19 3.63  0.09
H -3.49 2.69 2.34  0.08
C 1.11 2.75 0.71  -0.10
O 0.18 1.83 0.14  -0.23
C 0.80 0.66 -0.39  -0.19
C 0.74 -0.50 0.58  -0.20
O 1.48 -0.24 1.76  -0.19
C 0.67 0.20 2.84  -0.09
H 0.55 3.43 1.36  0.09
H 1.88 2.26 1.29  0.09
H 1.58 3.33 -0.09  0.09
H 1.83 0.87 -0.68  0.12
H 0.25 0.38 -1.29  0.12
H 1.20 -1.37 0.11  0.13
H -0.30 -0.76 0.82  0.13
H 0.18 -0.65 3.32  0.09
H -0.09 0.92 2.52  0.08
H 1.31 0.69 3.57  0.09
C 5.14 -0.01 -1.47  -0.11
O 4.21 -0.93 -2.03  -0.21
C 4.83 -2.09 -2.56  -0.20
C 4.78 -3.25 -1.60  -0.20
O 5.51 -2.99 -0.41  -0.18
C 4.70 -2.54 0.66  -0.11
H 4.59 0.66 -0.81  0.08
H 5.91 -0.52 -0.89  0.09
H 5.61 0.57 -2.27  0.09
H 5.87 -1.87 -2.84  0.13
H 4.29 -2.37 -3.47  0.12
H 5.24 -4.12 -2.08  0.12
H 3.74 -3.51 -1.36  0.13
H 4.20 -3.39 1.13  0.09
H 3.94 -1.83 0.33  0.07
H 5.34 -2.05 1.39  0.09
C 3.06 -6.58 -3.85  -0.11
O 4.30 -5.98 -4.18  -0.21
C 5.35 -6.93 -4.33  -0.20
C 5.60 -7.29 -5.78  -0.20
O 4.49 -7.95 -6.37  -0.19
C 3.66 -7.09 -7.13  -0.11
H 2.27 -5.86 -4.07  0.09
H 2.87 -7.49 -4.42  0.08
H 3.03 -6.82 -2.78  0.09
H 5.14 -7.83 -3.74  0.13
H 6.25 -6.47 -3.92  0.12
H 6.45 -7.98 -5.82  0.13
H 5.87 -6.40 -6.35  0.13
H 4.10 -6.91 -8.12  0.09
H 3.50 -6.13 -6.63  0.08
H 2.70 -7.58 -7.26  0.09
C 1.83 -2.58 5.49  -0.11
O 0.42 -2.47 5.67  -0.21
C -0.22 -3.73 5.83  -0.21
C -0.47 -4.07 7.29  -0.21
O 0.74 -4.23 8.01  -0.19
C 1.12 -3.08 8.75  -0.11
H 2.27 -1.60 5.69  0.09
H 2.27 -3.31 6.16  0.09
H 2.05 -2.85 4.45  0.09
H 0.36 -4.52 5.35  0.13
H -1.19 -3.66 5.32  0.12
H -1.00 -5.02 7.33  0.13
H -1.10 -3.31 7.76  0.13
H 0.55 -3.02 9.68  0.09
H 0.97 -2.16 8.18  0.08
H 2.18 -3.18 8.99  0.09

***

Entry from the Open Molecules 2025 dataset: 5 unconnected molecules or ions with the total composition C28H66N4O6 (the ωB97M-V functional and the def2-TZVPD basis).

Relative energy (zero: lowest compared OMol25 entry of this formula, charge and spin) (kcal/mol): 0.0
Largest force on an atom (eV/Å): 2.5
HOMO energy (eV): -8.0
Lowest unoccupied orbital energy (eV): 0.475
DFT total energy (eV): -48345.971
SMILES string: CC1(C)CCCC(C)(C)N1O.CC1(C)CCCC(C)(C)N1O.COC[C@H](C)N.COC[C@H](C)N.OCCO
Orbital gap (eV): 8.45

Last column: Löwdin charge in e.
Positions of all 104 atoms, in Å:
C -1.39 -0.69 4.62  -0.02
C -2.62 -1.51 5.17  -0.48
C -3.88 -0.67 4.99  -0.04
C -2.79 -2.75 4.25  -0.13
C -1.89 -3.93 4.55  -0.20
C -1.94 -4.26 6.01  -0.16
C -1.62 -3.08 6.94  -0.50
C -2.11 -3.56 8.33  -0.03
C -0.11 -2.80 6.88  -0.01
N -2.44 -1.93 6.56  -0.11
O -2.31 -0.83 7.43  0.00
H -0.64 -0.55 5.40  0.06
H -0.97 -1.07 3.70  0.05
H -1.72 0.32 4.40  0.07
H -3.93 0.15 5.71  0.08
H -3.99 -0.30 3.97  0.08
H -4.78 -1.28 5.08  0.08
H -3.81 -3.14 4.28  0.12
H -2.54 -2.36 3.26  0.11
H -2.13 -4.82 3.97  0.12
H -0.86 -3.65 4.29  0.08
H -1.25 -5.10 6.13  0.13
H -2.96 -4.63 6.20  0.12
H -1.86 -2.75 9.02  0.08
H -1.83 -4.53 8.73  0.08
H -3.20 -3.57 8.22  0.09
H 0.40 -3.00 5.95  0.06
H 0.43 -3.30 7.70  0.09
H 0.06 -1.79 7.28  0.07
H -1.38 -0.55 7.31  0.08
C 1.31 3.39 -7.23  -0.03
C 0.26 3.81 -6.21  -0.50
C -0.55 5.03 -6.70  -0.03
C -0.71 2.58 -6.16  -0.13
C -1.62 2.60 -4.92  -0.19
C -0.87 2.76 -3.63  -0.14
C 0.06 4.00 -3.60  -0.49
C -0.82 5.25 -3.41  -0.02
C 1.06 3.74 -2.48  -0.03
N 0.80 4.06 -4.86  -0.11
O 1.74 5.10 -4.91  -0.02
H 2.20 4.01 -7.21  0.08
H 1.66 2.39 -6.91  0.07
H 0.79 3.08 -8.14  0.09
H -0.97 4.84 -7.70  0.08
H -1.43 5.21 -6.08  0.07
H 0.07 5.90 -6.87  0.09
H -1.38 2.82 -6.99  0.11
H -0.36 1.56 -6.28  0.10
H -2.45 3.30 -5.07  0.11
H -2.16 1.64 -4.91  0.11
H -0.24 1.89 -3.38  0.09
H -1.61 2.74 -2.83  0.12
H -0.96 5.38 -2.33  0.08
H -1.76 5.18 -3.96  0.06
H -0.37 6.16 -3.81  0.08
H 1.43 2.71 -2.45  0.06
H 0.54 3.95 -1.55  0.08
H 1.97 4.34 -2.45  0.08
H 2.60 4.67 -4.95  0.10
C -0.25 -0.96 -3.48  -0.10
O 0.93 -0.20 -3.45  -0.23
C 1.64 -0.06 -4.66  -0.19
C 3.17 -0.01 -4.42  -0.44
C 3.77 -1.38 -4.25  -0.08
N 3.54 0.79 -3.27  0.06
H -0.67 -0.91 -2.47  0.08
H 0.10 -2.00 -3.55  0.09
H -0.95 -0.71 -4.28  0.09
H 1.33 -0.84 -5.36  0.13
H 1.44 0.95 -5.04  0.09
H 3.61 0.39 -5.34  0.13
H 3.67 -2.01 -5.14  0.08
H 3.28 -1.94 -3.44  0.08
H 4.81 -1.38 -3.94  0.07
H 3.03 0.40 -2.48  0.08
H 3.31 1.77 -3.41  0.06
C 0.95 -2.64 -0.10  -0.12
O 2.33 -2.92 0.06  -0.19
C 2.78 -3.28 1.38  -0.18
C 2.53 -2.25 2.46  -0.41
C 3.52 -2.30 3.61  -0.07
N 1.15 -2.43 3.01  0.04
H 0.47 -3.13 -0.95  0.08
H 0.81 -1.56 -0.19  0.07
H 0.38 -2.93 0.79  0.06
H 2.31 -4.25 1.61  0.13
H 3.82 -3.44 1.11  0.13
H 2.54 -1.28 1.96  0.15
H 3.55 -1.36 4.17  0.08
H 4.52 -2.46 3.19  0.08
H 3.41 -3.05 4.39  0.08
H 1.08 -3.32 3.49  0.06
H 1.00 -1.67 3.66  0.05
O -2.42 1.22 -0.21  -0.08
C -1.72 0.55 0.85  -0.22
C -0.33 1.16 0.99  -0.25
O 0.33 1.22 -0.27  -0.07
H -2.51 2.16 -0.07  0.09
H -2.20 0.84 1.79  0.11
H -1.68 -0.50 0.60  0.12
H 0.21 0.44 1.62  0.10
H -0.35 2.08 1.58  0.12
H -0.38 1.00 -0.89  0.05